Entry 1:
CH3NO4 | wB97M-V/def2-TZVPD

```
9
Properties=species:S:1:pos:R:3:forces:R:3
C -0.47448 0.09515 -0.17329 -0.7278 -0.5412 -4.2836
N 1.04170 -0.11522 -0.09460 -0.1702 0.2511 -0.2415
O 1.43026 -1.28082 -0.07327 0.3802 0.9729 0.0748
O 1.65906 0.91557 -0.17602 0.9565 -0.9595 0.2002
O -0.79489 1.27897 0.30635 -1.2814 1.5305 1.0886
O -1.07285 -1.09110 0.26804 -1.4511 3.7508 -0.1213
H -0.56158 0.34845 -1.50792 0.0559 -1.2583 3.8516
H -0.89791 1.48281 1.26078 0.3187 -1.0951 -0.5931
H -0.32931 -1.63382 0.18992 1.9191 -2.6512 0.0243
```
Forces are in eV/Å.

Values from the calculation:
- Energy relative to the best compared isomer or geometry (same formula, charge and spin): 195.5 kJ/mol
- DFT total energy: -395.47744 Eh
- Lowest unoccupied orbital energy: -0.337 eV
- Largest force on an atom: 0.085 Eh/bohr
- Multiplicity: 1


Entry 2:
CH3NO4 | wB97M-V/def2-TZVPD

```
9
Properties=species:S:1:pos:R:3:forces:R:3
C -0.06029 0.22525 -0.12150 2.6483 -0.1665 0.1047
N 2.74708 0.04631 -0.03284 -0.1289 -0.6366 0.0253
O 2.62933 1.20875 -0.31732 -0.0774 1.4399 -0.3781
O 3.76522 -0.58169 0.01533 1.0602 -0.1975 0.0384
O -0.82749 -0.08598 0.87023 -0.3721 -0.2658 0.4404
O 1.67554 -0.64109 0.25400 -3.0287 0.0914 -0.1076
H -0.16176 -0.24625 -1.09042 -0.0772 -0.1877 0.0769
H 0.33915 1.23636 -0.08574 -0.1766 -0.1883 -0.0306
H -1.22335 -0.96897 0.81045 0.1525 0.1112 -0.1694
```
Forces are in eV/Å.

Values from the calculation:
- Energy relative to the best compared isomer or geometry (same formula, charge and spin): 310.7 kJ/mol
- DFT total energy: -395.43353 Eh
- Lowest unoccupied orbital energy: -0.046 eV
- Largest force on an atom: 0.059 Eh/bohr
- Multiplicity: 1


Entry 3:
CH3NO4P | wB97M-V/def2-TZVPD

```
10
Properties=species:S:1:pos:R:3:forces:R:3
O 3.43886 -0.28432 -0.24296 2.9849 -0.3068 -0.8715
N 2.36317 -0.14305 0.03359 -7.9205 0.7668 3.0284
C 1.22509 -0.03244 0.53976 3.5465 0.0426 -2.4204
P -0.46294 0.05758 0.11769 -0.9092 0.0681 -0.4727
O -0.65988 -0.77126 -1.22389 1.6200 -0.5928 3.3256
O -1.13160 1.44744 -0.30512 3.0474 -6.8521 -2.7843
O -1.24417 -0.58940 1.36578 0.3236 3.4010 -2.3537
H -1.11908 -0.33853 -1.90003 -1.4150 1.1435 -1.9437
H -1.40270 2.13738 0.16135 -1.7374 4.7845 3.8580
H -1.00675 -1.48340 1.45384 0.4596 -2.4548 0.6343
```
Forces are in eV/Å.

Values from the calculation:
- Energy relative to the best compared isomer or geometry (same formula, charge and spin): 67.4 kJ/mol
- Total charge: +1
- DFT total energy: -736.66073 Eh
- SMILES: O=[N+]=C=P(O)(O)O
- Lowest unoccupied orbital energy: -4.922 eV
- Largest force on an atom: 0.166 Eh/bohr
- Multiplicity: 1


Entry 4:
CH3NO4S | wB97M-V/def2-TZVPD

```
10
Properties=species:S:1:pos:R:3:forces:R:3
C -1.50584 -2.16229 -0.99884 -2.1317 1.2807 2.4767
N 1.45849 1.90347 -0.16423 -0.1220 2.5261 -1.8591
O -2.53304 -2.30668 -0.41371 2.5497 -0.2900 -1.9180
O -0.76958 1.06460 1.23948 -0.2678 0.1618 0.2012
O 0.50465 -1.05132 1.80077 -0.7964 1.2722 -1.2883
O 1.45608 0.57637 0.17155 -0.1643 0.4669 -0.6313
S -0.01107 -0.08285 0.82111 0.8356 -1.5390 0.6238
H -0.79238 -2.70291 -1.62390 -0.2391 -0.6849 -0.2258
H 0.81161 2.49133 0.38145 0.3035 -0.9187 0.0596
H 1.38109 2.27029 -1.21369 0.0326 -2.2752 2.5613
```
Forces are in eV/Å.

Values from the calculation:
- Energy relative to the best compared isomer or geometry (same formula, charge and spin): 370.2 kJ/mol
- DFT total energy: -793.59361 Eh
- Lowest unoccupied orbital energy (alpha / beta): -2.603 / -0.404 eV
- Largest force on an atom: 0.068 Eh/bohr
- Multiplicity: 1


Entry 5:
CH3NO4S | wB97M-V/def2-TZVPD

```
10
Properties=species:S:1:pos:R:3:forces:R:3
C 0.92543 -1.84514 2.70605 -0.0374 0.0220 -0.0428
N 0.59615 -0.02934 -0.63871 -0.0999 -1.8878 2.1283
O 0.08871 -1.56831 3.40254 0.0186 -0.0142 0.0320
O -1.25329 1.41178 -1.61221 -1.0631 0.0019 -0.6818
O -2.06775 0.01777 0.22054 0.0398 -0.2816 -1.9570
O 1.32715 1.09648 -1.11523 1.0349 -1.6420 1.4516
S -1.76515 0.11964 -1.21488 0.5424 0.9240 2.2698
H 0.72700 1.63445 -1.62845 -1.0784 -0.0849 -0.2317
H 0.22494 0.07132 0.37429 0.9437 0.8508 -1.9150
H 1.19682 -0.90864 -0.49393 -0.3007 2.1118 -1.0535
```
Forces are in eV/Å.

Values from the calculation:
- Energy relative to the best compared isomer or geometry (same formula, charge and spin): 46.8 kJ/mol
- DFT total energy: -793.71680 Eh
- Lowest unoccupied orbital energy (alpha / beta): -0.692 / -0.691 eV
- Largest force on an atom: 0.055 Eh/bohr
- Multiplicity: 1


Entry 6:
CH3NO6 | wB97M-V/def2-TZVPD

```
11
Properties=species:S:1:pos:R:3:forces:R:3
C -0.62512 -0.13209 0.41973 -1.0291 0.2315 -0.9231
O 1.09666 -0.36516 0.75617 0.4544 0.6251 -0.2063
O -1.01859 0.87316 1.24942 0.7182 -0.0427 -0.1064
O -1.13118 -1.24299 0.41547 0.2675 0.3052 -0.3115
H -1.66362 0.50826 1.86826 0.1596 -0.1922 -0.0578
H 1.16805 -1.24983 0.36111 0.0686 0.0940 0.0594
O -0.39774 0.58911 -0.87571 -0.6692 -0.6402 0.8053
O -0.50781 -0.31512 -1.96577 0.3837 -0.1889 -0.3148
N 1.84633 0.75712 -0.54580 0.4343 1.0060 1.1261
O 2.16289 1.71162 -0.05958 -0.7877 -1.7023 -0.6713
H -0.92988 -1.13407 -1.62331 -0.0003 0.5044 0.6004
```
Forces are in eV/Å.

Values from the calculation:
- Energy relative to the best compared isomer or geometry (same formula, charge and spin): 272.5 kJ/mol
- DFT total energy: -545.87526 Eh
- Lowest unoccupied orbital energy: -1.576 eV
- Largest force on an atom: 0.039 Eh/bohr
- Multiplicity: 1


Entry 7:
CH3NOP2S | wB97M-V/def2-TZVPD

```
9
Properties=species:S:1:pos:R:3:forces:R:3
C 0.60167 1.06041 -0.50599 0.4685 2.6587 -0.7806
N -0.64751 0.83661 0.03526 -0.2242 0.7781 -0.6755
O 0.95381 -0.66346 1.09125 0.4954 -0.9939 0.7461
P 1.95166 0.29137 0.15012 -0.2974 -0.3219 -0.5614
P -0.59845 -0.37372 1.02403 -0.1809 -0.3399 2.3140
S -1.66404 -1.14416 2.46500 0.5955 0.7062 -1.6727
H 0.78509 1.93089 -1.26443 -0.8207 -1.7567 1.3506
H -0.94297 -0.70257 -1.29863 1.4063 -1.9836 -1.6549
H -0.43926 -1.23538 -1.69662 -1.4426 1.2529 0.9345
```
Forces are in eV/Å.

Values from the calculation:
- Energy relative to the best compared isomer or geometry (same formula, charge and spin): 179.7 kJ/mol
- DFT total energy: -1250.75114 Eh
- Lowest unoccupied orbital energy: -0.990 eV
- Largest force on an atom: 0.057 Eh/bohr
- Multiplicity: 1


Entry 8:
CH3NOS | wB97M-V/def2-TZVPD

```
7
Properties=species:S:1:pos:R:3:forces:R:3
C 0.11968 -1.67253 1.18177 1.7857 1.0968 -0.3016
N 1.05218 -1.02671 1.02445 0.5314 -0.3585 0.0038
S 2.42432 -0.26601 0.76222 0.5469 0.4620 -0.0338
H -0.78191 -2.06639 1.35433 -2.8127 -1.3724 0.5167
O -0.15860 0.99763 -1.12205 0.4730 2.0101 0.3960
H 0.35898 0.42197 -0.53298 0.0428 0.7928 -0.3735
H 0.15159 1.95802 -0.96109 -0.5671 -2.6307 -0.2076
```
Forces are in eV/Å.

Values from the calculation:
- Energy relative to the best compared isomer or geometry (same formula, charge and spin): 252.3 kJ/mol
- DFT total energy: -568.00465 Eh
- SMILES: C#[N+][S-].O
- Lowest unoccupied orbital energy: 0.495 eV
- Largest force on an atom: 0.062 Eh/bohr
- Multiplicity: 1